(1)
Entry from OMol25: a molecular structure, C6H12FN at a distorted geometry (ωB97M-V/def2-TZVPD).

Computed properties:
HOMO energy ... -9.0 eV
Kohn-Sham gap ... 10.0 eV
Relative energy (zero: lowest compared OMol25 entry of this formula, charge and spin) ... 129.8 kcal/mol
Total energy ... -10618.536 eV

Atoms and positions in Å:
C: -0.6706 -2.1975 0.7308
C: -0.7214 -0.8125 1.2168
C: -1.9955 -0.0377 0.9604
C: 0.0783 0.3725 0.4842
C: 1.2073 -0.2276 -0.4864
C: 2.0140 0.7294 -1.1104
H: -0.1986 -2.2574 -0.5945
H: -1.7526 -2.8047 0.7596
H: 0.3430 -2.6150 1.2602
H: -0.4676 -0.7169 2.3002
H: -2.4482 0.5518 1.7490
H: -2.6110 -0.7694 0.5142
H: -1.4969 1.6768 0.0633
H: 0.3106 1.0227 1.2384
H: 0.4602 -0.8225 -1.2958
H: 1.9585 -0.9068 0.0162
H: 2.6647 0.3426 -1.8167
H: 2.7671 1.1050 -0.3610
N: -1.2464 0.5298 -0.1543
F: 1.0803 1.7251 -1.5028

Force components x, y, z for each atom (eV/Å):
2.32 -2.85 -3.16
1.12 1.58 3.64
1.06 -2.28 -1.11
-0.62 -6.04 -2.19
-4.03 -3.39 0.88
0.49 3.43 1.51
-2.07 0.04 4.16
3.34 1.39 0.28
-2.99 -0.08 -1.14
0.01 -0.87 -0.46
0.16 0.27 -0.05
-2.02 -0.37 0.02
0.91 -3.46 -2.19
1.08 2.14 1.41
2.53 1.53 1.98
-1.35 0.03 -0.17
0.60 -0.41 -2.52
-0.97 0.62 -0.41
-1.18 8.50 0.26
1.60 0.22 -0.73



(2)
Entry from OMol25: a molecular structure, C52H75AsInN8P3Se (ωB97M-V/def2-TZVPD).

Computed properties:
Total charge ... +2
HOMO energy ... -11.2 eV
Kohn-Sham gap ... 6.3 eV
Total energy ... -226276.510 eV

Atoms and positions in Å:
In: 0.2156 0.4281 0.1186
C: -2.4737 -2.7597 2.3826
C: -3.1831 -2.0425 1.2333
C: -4.6688 -1.8543 1.5366
P: -2.3023 -0.4852 0.7204
C: -2.8109 0.9247 1.8210
C: -2.5374 0.5883 3.2870
C: -4.2283 1.4322 1.5672
C: -2.8554 -0.1649 -0.9511
C: -3.6758 -1.0435 -1.6724
C: -3.8802 -0.9021 -3.0310
C: -4.8400 -1.7829 -3.7835
C: -3.1370 0.0804 -3.6965
C: -2.3177 0.9470 -3.0136
C: -2.1998 0.9021 -1.6086
N: -1.4197 1.7329 -0.8285
C: -0.9875 2.9738 -1.2823
C: -1.7349 3.7379 -2.1995
C: -1.2507 4.9144 -2.7313
C: 0.0079 5.4076 -2.3854
C: 0.5689 6.6399 -3.0409
C: 0.6806 4.7528 -1.3712
C: 0.1871 3.5864 -0.7744
P: 0.9343 2.9648 0.7421
C: 0.3635 4.1553 2.0709
C: 0.4054 5.6182 1.6460
C: -1.0401 3.7678 2.5338
C: 2.8061 3.0614 0.7212
C: 3.3563 2.8339 -0.6855
C: 3.4812 4.2672 1.3719
H: -2.8417 -3.7853 2.4531
H: -2.6686 -2.2757 3.3389
H: -1.3999 -2.7823 2.2098
H: -3.0805 -2.6713 0.3446
H: -4.8188 -1.3444 2.4869
H: -5.1349 -2.8379 1.6206
H: -5.1874 -1.2957 0.7587
H: -2.1168 1.7045 1.5112
H: -3.2700 -0.1172 3.6792
H: -2.5951 1.4916 3.8950
H: -1.5400 0.1537 3.4080
H: -4.9770 0.8004 2.0407
H: -4.4404 1.4805 0.4989
H: -4.3322 2.4365 1.9817
H: -4.1908 -1.8490 -1.1629
H: -5.1199 -2.6599 -3.1997
H: -4.4122 -2.1061 -4.7337
H: -5.7557 -1.2356 -4.0147
H: -3.1961 0.1420 -4.7771
H: -1.7276 1.6583 -3.5716
H: -2.7199 3.3973 -2.4826
H: -1.8583 5.4602 -3.4431
H: 0.0237 6.8676 -3.9549
H: 1.6216 6.5029 -3.2895
H: 0.4950 7.5090 -2.3844
H: 1.6159 5.1674 -1.0125
H: 1.0634 3.9931 2.8955
H: -0.2639 5.8090 0.8086
H: 1.4039 5.9509 1.3732
H: 0.0757 6.2297 2.4874
H: -1.7282 3.7388 1.6850
H: -1.4190 4.4997 3.2477
H: -1.0264 2.7927 3.0224
H: 3.0642 2.1843 1.3267
H: 3.4005 3.7681 -1.2449
H: 2.7392 2.1382 -1.2521
H: 4.3666 2.4261 -0.6313
H: 3.3200 5.1800 0.8001
H: 4.5565 4.0809 1.3839
H: 3.1672 4.4239 2.4028
C: 0.6850 -4.7509 -3.8117
N: 1.0417 -5.0795 -2.3531
C: 0.0538 -6.1250 -1.8354
N: -1.2811 -5.6841 -2.0059
C: -1.5566 -5.4127 -3.4115
N: -0.6740 -4.3722 -3.9236
C: -0.9569 -3.0629 -3.3444
P: -0.6892 -2.9925 -1.4890
C: 0.9868 -3.8559 -1.5000
C: -1.6447 -4.5732 -1.1299
H: 0.8847 -5.6509 -4.3950
H: 1.3409 -3.9404 -4.1301
H: 1.9855 -5.4662 -2.3243
H: 0.2727 -6.2799 -0.7784
H: 0.2234 -7.0510 -2.3864
H: -2.5896 -5.0887 -3.5263
H: -1.4134 -6.3292 -3.9870
H: -1.9974 -2.7964 -3.5430
H: -0.3320 -2.3063 -3.8161
H: 1.2268 -4.1252 -0.4687
H: 1.7223 -3.1323 -1.8503
H: -2.7112 -4.3737 -1.2537
H: -1.4689 -4.8578 -0.0885
Se: 1.1031 -0.3937 -2.2752
C: 2.3112 0.8178 -3.1555
C: 3.6550 0.4871 -3.2696
C: 4.4885 1.3463 -3.9717
N: 4.0627 2.4681 -4.5402
C: 2.7741 2.7696 -4.4350
C: 1.8537 1.9819 -3.7545
H: 4.0411 -0.4200 -2.8231
H: 5.5435 1.1214 -4.0852
H: 2.4589 3.6848 -4.9245
H: 0.8144 2.2781 -3.6893
C: 0.5144 -5.4855 2.6591
As: 1.1336 -3.6186 2.5255
C: 3.0571 -3.9426 2.7379
C: 0.7550 -3.1384 4.3853
H: 0.9040 -5.9575 3.5608
H: 0.8294 -6.0813 1.8013
H: -0.5750 -5.4993 2.7090
H: 3.2429 -4.5453 3.6267
H: 3.5749 -2.9893 2.8470
H: 3.4795 -4.4564 1.8738
H: 1.2712 -3.8262 5.0545
H: -0.3145 -3.1927 4.5850
H: 1.0958 -2.1245 4.5944
N: 7.1926 -0.5754 2.8113
C: 8.1201 -0.2462 3.7681
C: 9.5061 -0.3641 3.8202
C: 10.1216 0.1178 4.9543
C: 9.3892 0.6823 6.0148
C: 8.0190 0.7867 5.9716
C: 7.3716 0.3178 4.8234
N: 6.0420 0.3172 4.4974
C: 5.9622 -0.2107 3.3016
C: 4.7006 -0.3358 2.5959
C: 3.5219 0.0195 3.2668
C: 2.3237 -0.0229 2.5958
N: 2.2192 -0.4066 1.3148
C: 3.3306 -0.7623 0.6740
C: 4.5791 -0.7453 1.2647
H: 7.3955 -1.0093 1.9291
H: 10.0775 -0.7942 3.0082
H: 11.1975 0.0521 5.0412
H: 9.9252 1.0430 6.8820
H: 7.4505 1.2204 6.7824
H: 3.5853 0.3355 4.2983
H: 1.3978 0.2785 3.0752
H: 3.2023 -1.0534 -0.3634
H: 5.4447 -1.0327 0.6834

Force components x, y, z for each atom (eV/Å):
-0.13 0.31 -0.39
-0.06 0.02 -0.10
0.48 0.06 0.11
-0.01 0.03 -0.13
0.08 0.55 0.24
-0.09 -0.31 -0.05
-0.04 -0.04 -0.16
0.08 0.04 0.01
0.18 0.02 -0.17
-0.02 0.01 -0.01
0.04 -0.13 -0.03
0.03 0.11 0.02
-0.03 -0.07 0.11
0.08 0.08 0.04
-0.35 -0.02 -0.08
0.45 -0.21 0.22
-0.04 0.10 -0.02
0.03 -0.03 0.03
0.05 -0.14 0.05
0.06 0.12 -0.05
0.00 -0.01 0.10
-0.06 -0.01 -0.01
0.12 -0.16 -0.05
0.37 0.04 -0.16
-0.17 -0.51 0.05
0.09 0.02 -0.03
0.14 -0.01 -0.01
-0.10 -0.08 -0.05
-0.12 -0.13 0.07
-0.07 -0.07 0.01
0.00 0.00 0.04
0.04 0.02 0.00
0.08 -0.06 0.06
0.02 0.01 0.01
0.03 0.01 0.00
-0.01 0.00 -0.01
-0.05 0.00 0.04
-0.08 -0.10 -0.07
0.02 -0.01 0.03
-0.02 -0.01 0.02
0.00 0.02 0.13
-0.02 0.02 0.00
-0.04 0.08 0.01
-0.02 0.01 0.00
-0.03 0.02 0.01
0.00 -0.03 -0.02
-0.03 -0.06 -0.01
-0.01 -0.04 -0.02
-0.02 0.07 -0.01
-0.02 0.07 0.00
-0.01 -0.05 -0.07
-0.01 -0.01 -0.02
0.05 0.03 -0.03
0.00 0.04 -0.03
0.00 0.00 -0.01
-0.01 0.04 0.01
0.00 0.00 0.01
-0.05 0.00 0.02
-0.01 0.02 -0.04
-0.01 -0.01 0.02
-0.04 0.04 0.04
0.02 0.02 0.01
-0.06 0.04 -0.03
0.01 0.06 0.01
-0.03 -0.02 -0.04
0.09 0.03 0.02
0.02 0.03 0.01
-0.01 0.02 0.02
0.01 0.02 0.02
-0.01 0.08 -0.01
-0.10 0.03 -0.16
0.04 -0.03 0.00
-0.19 -0.17 0.16
-0.16 -0.26 0.04
0.06 0.08 0.00
-0.06 -0.06 -0.21
-0.05 0.13 0.26
0.16 -0.56 -0.28
-0.28 0.47 0.24
0.13 0.34 -0.01
0.04 -0.03 0.09
0.05 -0.05 0.05
-0.01 -0.03 -0.02
0.09 0.00 -0.03
0.11 0.09 -0.09
-0.01 -0.02 0.02
0.03 0.01 0.01
0.04 0.01 0.00
-0.01 0.04 -0.02
0.04 -0.09 -0.04
0.07 -0.08 -0.09
-0.01 -0.02 0.06
-0.07 -0.02 -0.01
-0.09 -0.03 0.42
-0.09 -0.06 0.10
-0.06 0.00 -0.01
-0.06 -0.05 0.03
0.15 0.12 -0.08
-0.07 -0.02 0.04
-0.01 0.00 0.00
0.04 0.01 -0.01
-0.01 -0.01 0.02
-0.04 0.00 0.03
0.00 0.01 0.00
0.01 0.06 0.07
0.06 -0.23 -0.10
0.04 0.00 0.07
0.04 0.04 0.04
0.02 0.01 0.00
0.04 0.07 -0.04
0.00 0.01 -0.02
0.00 -0.01 0.00
-0.03 0.01 0.02
-0.09 0.00 -0.04
0.00 0.00 0.00
-0.01 0.00 -0.06
0.01 0.00 -0.02
-0.19 -0.05 -0.20
-0.09 0.21 0.42
0.10 0.02 -0.10
-0.01 -0.10 -0.03
-0.04 0.05 0.10
-0.02 0.01 -0.04
0.40 -0.18 -0.28
-0.40 0.02 -0.08
0.41 0.06 0.36
-0.37 0.03 -0.34
0.11 -0.04 0.08
-0.01 -0.08 -0.01
-0.53 0.39 -0.11
-0.04 -0.09 -0.22
0.13 0.03 0.32
-0.02 -0.01 -0.02
0.00 -0.01 0.01
0.01 0.01 -0.02
-0.01 -0.01 0.01
0.01 0.00 0.01
-0.04 0.03 0.01
0.05 -0.01 0.09
0.00 0.05 0.00
-0.03 0.00 -0.05



(3)
Entry from OMol25: a molecular structure, C24H42Cl3N4O3SiSr at a distorted geometry (ωB97M-V/def2-TZVPD).

Computed properties:
Total charge ... -1
HOMO energy ... -4.4 eV
Kohn-Sham gap ... 6.5 eV
Relative energy (zero: lowest compared OMol25 entry of this formula, charge and spin) ... 0.0 kcal/mol
Total energy ... -83962.644 eV

Atoms and positions in Å:
C: -1.5434 -2.2744 -3.5139
C: -1.0787 -3.3338 -2.5703
H: -1.4258 -2.5873 -4.5530
H: -1.0082 -1.3258 -3.3448
H: -2.6122 -2.0750 -3.3391
C: -0.6491 -4.5549 -2.9207
C: -0.4850 -5.0607 -4.3193
H: -0.3937 -5.2852 -2.1464
H: -0.7114 -4.3271 -5.1052
H: -1.1155 -5.9442 -4.4975
H: 0.5514 -5.3988 -4.4603
Sr: 0.0998 0.2496 -0.0774
Cl: -2.6630 0.1223 0.1912
Cl: 0.2321 1.7725 -2.4211
H: 0.6270 5.2744 3.4409
H: -1.5402 6.0730 2.0321
C: 0.9847 4.8939 2.4726
C: -1.0111 5.6104 1.1885
N: -0.1541 4.5205 1.6386
H: 1.6270 4.0198 2.6151
C: -0.3699 3.2602 1.2499
O: 0.4032 2.3006 1.4831
H: -1.7391 5.2147 0.4708
H: -1.3086 3.1073 0.6798
H: 1.5319 5.7079 1.9780
H: -0.4038 6.3934 0.7107
H: 1.4909 -1.6417 -3.2397
H: 2.3138 -3.8452 -2.0609
C: 2.4087 -1.1442 -2.8943
C: 3.2348 -3.2603 -1.9199
N: 2.9293 -1.8532 -1.7372
H: 2.1750 -0.1009 -2.6589
C: 3.0735 -1.2809 -0.5265
O: 2.6508 -0.1546 -0.2100
H: 3.7567 -3.6172 -1.0261
H: 3.6071 -1.9396 0.1898
H: 3.1508 -1.1977 -3.7055
H: 3.8734 -3.3963 -2.8016
O: 0.0564 -2.0577 -0.9504
C: -1.0156 -2.8525 -1.1202
C: 0.1229 -4.4684 0.4655
C: -1.0663 -3.9588 -0.0547
H: 1.0677 -4.0922 0.0696
C: 0.0891 -5.4195 1.4854
H: -1.9178 -2.2278 -0.9661
C: -2.2920 -4.4278 0.4224
H: 1.0300 -5.7966 1.8865
C: -1.1374 -5.8871 1.9708
C: -2.3304 -5.3981 1.4252
H: -3.2011 -4.0174 -0.0254
H: -1.1613 -6.6216 2.7766
H: -3.2919 -5.7743 1.7799
Si: -0.4362 4.6975 -5.5157
Cl: -0.6979 3.1311 -6.8567
C: 1.3784 4.6988 -5.0556
C: -1.5731 4.3549 -4.0788
C: -0.9128 6.2862 -6.3989
H: 1.6366 3.7517 -4.5619
H: 1.5910 5.5208 -4.3587
H: 2.0062 4.8240 -5.9485
H: -0.2668 6.4617 -7.2698
H: -0.8142 7.1460 -5.7211
H: -1.9530 6.2448 -6.7490
H: -1.2556 3.4227 -3.5829
H: -2.6138 4.2491 -4.4108
H: -1.5178 5.1630 -3.3368
C: -0.4673 -0.2261 5.8830
N: -0.0303 -0.7688 4.6021
C: 0.6978 -1.9335 4.4175
C: 0.8815 -2.0650 3.0584
N: 0.2929 -0.9875 2.4243
C: -0.2692 -0.2325 3.3635
H: -1.1686 -0.9129 6.3753
H: 0.3921 -0.0713 6.5485
H: -0.9668 0.7343 5.7022
H: 1.0138 -2.5623 5.2308
H: 1.3880 -2.8550 2.5228
H: -0.8559 0.6717 3.2199

Force components x, y, z for each atom (eV/Å):
-0.07 0.17 -0.20
0.41 -0.80 0.48
-0.03 0.24 0.01
-0.14 -0.30 -0.01
0.25 0.01 -0.01
-0.35 0.45 -0.02
0.09 -0.36 -0.33
-0.01 0.32 -0.07
0.08 -0.19 0.32
0.06 0.13 -0.02
-0.11 0.05 -0.12
0.00 -1.18 -0.35
-0.21 0.34 0.31
0.14 0.29 -0.11
0.10 -0.17 -0.17
0.05 -0.13 -0.11
-0.19 -0.01 -0.19
-0.02 -0.18 0.05
0.09 0.52 0.21
-0.16 0.24 -0.05
0.83 -1.55 -0.15
-1.19 1.61 0.01
0.17 0.20 0.17
0.33 0.06 0.10
0.03 -0.27 0.10
-0.15 -0.28 0.00
0.14 0.19 0.22
0.10 0.24 0.06
-0.36 -0.16 -0.20
-0.07 0.13 0.07
0.56 0.22 0.51
0.07 -0.29 0.03
-0.85 0.39 -0.54
0.70 -1.04 -0.18
-0.06 -0.09 -0.20
-0.22 0.25 -0.08
-0.06 0.09 0.20
-0.02 0.02 0.16
1.57 1.05 0.11
-0.96 0.11 0.35
-0.22 -0.18 0.24
-0.08 0.10 -0.48
-0.27 0.02 0.13
-0.18 0.02 -0.17
-0.36 -0.46 0.05
0.29 -0.20 -0.01
-0.21 -0.02 0.03
0.02 0.13 -0.09
0.13 0.04 -0.04
0.19 -0.15 0.27
-0.02 0.13 -0.20
0.25 0.11 -0.01
-0.04 0.01 0.41
-0.03 -0.04 -0.24
-0.07 0.00 0.00
0.13 -0.06 0.01
0.03 0.04 -0.14
-0.10 0.21 -0.08
0.00 -0.14 -0.11
-0.13 -0.02 0.19
-0.13 -0.02 0.17
-0.01 -0.17 -0.11
0.22 -0.01 0.09
-0.12 0.26 -0.12
0.19 0.05 0.04
-0.03 -0.09 -0.11
-0.01 -0.11 -0.17
-0.04 0.00 -0.10
-0.11 0.23 -0.74
-0.45 0.96 0.71
-0.40 0.48 0.33
0.86 -1.29 0.14
0.12 0.20 -0.15
-0.19 0.03 -0.20
0.15 -0.30 0.09
-0.07 0.06 0.12
-0.13 0.18 -0.02
0.24 -0.29 -0.07



(4)
Entry from OMol25: C5H10O in the gas phase at a distorted geometry (ωB97M-V/def2-TZVPD).

Computed properties:
HOMO energy ... -9.9 eV
Kohn-Sham gap ... 10.9 eV
Relative energy (zero: lowest compared OMol25 entry of this formula, charge and spin) ... 26.0 kcal/mol
SMILES ... CC1(O)CCC1
Total energy ... -7393.636 eV

Atoms and positions in Å:
C: 1.6359 0.5822 -0.4404
C: 0.5214 -0.2960 0.0673
O: 1.0211 -1.5549 0.4655
C: -0.6675 -0.4248 -0.9241
C: -1.5289 0.3167 0.1135
C: -0.4213 0.3476 1.1744
H: 1.2091 1.5256 -0.8026
H: 2.1765 0.1052 -1.2662
H: 2.3176 0.7906 0.3847
H: 0.2729 -2.1636 0.4136
H: -0.5376 0.0638 -1.9015
H: -0.9817 -1.4546 -1.1528
H: -2.4292 -0.1961 0.4308
H: -1.7092 1.3389 -0.2187
H: -0.5089 -0.3359 2.0286
H: -0.3704 1.3556 1.6278

Force components x, y, z for each atom (eV/Å):
0.06 0.02 0.12
0.02 0.34 0.04
0.16 -0.09 -0.05
-0.04 0.03 0.08
-0.59 0.14 -0.06
-0.15 -0.21 -0.13
0.15 -0.13 0.12
-0.09 0.03 0.19
0.16 0.08 -0.13
0.30 -0.01 0.15
0.02 0.01 0.40
0.17 0.17 0.32
-0.39 0.21 -0.21
-0.50 -0.12 0.04
-0.21 -0.09 -0.38
0.95 -0.38 -0.50